Entry 1:
{"formula": "C36H32ClPSbY", "method": "ωB97M-V/def2-TZVPD", "total_charge": 2, "lumo_ha": [-0.32869, -0.36115], "orbital_gap_ha": [0.180, 0.139], "e_homo_ev": [-13.84, -13.62], "elements": ["Y", "Cl", "P", "C", "C", "C", "C", "C", "C", "C", "C", "C", "C", "C", "C", "C", "C", "C", "C", "C", "C", "H", "H", "H", "H", "H", "H", "H", "H", "H", "H", "H", "H", "H", "H", "H", "H", "H", "C", "C", "C", "C", "C", "C", "Sb", "C", "C", "C", "C", "C", "C", "C", "C", "C", "C", "C", "C", "H", "H", "H", "H", "H", "H", "H", "H", "H", "H", "H", "H", "H", "H", "H"], "positions_angstrom": [[0.0000, 0.0000, 0.0000], [-1.8404, -0.3505, -1.4933], [1.0694, -1.8907, -0.7386], [1.5100, -3.0597, 0.5993], [2.8371, -3.3779, 0.9138], [3.1167, -4.2699, 1.9501], [2.0766, -4.8514, 2.6743], [0.7516, -4.5368, 2.3627], [0.4653, -3.6408, 1.3355], [0.0950, -2.8972, -1.9071], [-0.2258, -2.3242, -3.1452], [-0.9484, -3.0505, -4.0872], [-1.3705, -4.3491, -3.7941], [-1.0665, -4.9189, -2.5576], [-0.3338, -4.1968, -1.6150], [2.6590, -1.6387, -1.6111], [3.0867, -0.3304, -1.8775], [4.3144, -0.1020, -2.4947], [5.1225, -1.1780, -2.8678], [4.6981, -2.4826, -2.6167], [3.4743, -2.7139, -1.9876], [0.0779, -1.3012, -3.3522], [-1.1974, -2.5983, -5.0430], [-1.9453, -4.9114, -4.5247], [-1.4044, -5.9243, -2.3226], [-0.1035, -4.6374, -0.6495], [3.6505, -2.9293, 0.3522], [4.1493, -4.5089, 2.1897], [2.2967, -5.5450, 3.4812], [-0.0621, -4.9850, 2.9261], [-0.5632, -3.3841, 1.0933], [2.4467, 0.5037, -1.6054], [4.6365, 0.9165, -2.6933], [6.0750, -0.9995, -3.3587], [5.3189, -3.3243, -2.9111], [3.1487, -3.7309, -1.7929], [0.5781, -0.2822, 1.4044], [1.3871, 0.6486, 0.2064], [-3.1954, 2.4695, 5.9485], [-3.6639, 1.5179, 5.0400], [-3.1820, 1.5098, 3.7295], [-2.2323, 2.4544, 3.3225], [-1.7639, 3.4098, 4.2303], [-2.2467, 3.4160, 5.5439], [-1.4694, 2.3062, 1.3349], [-3.3000, 2.4818, 0.2101], [-4.2553, 1.4575, 0.2224], [-5.4360, 1.5882, -0.5184], [-5.6668, 2.7424, -1.2733], [-4.7164, 3.7660, -1.2887], [-3.5363, 3.6347, -0.5507], [0.1919, 3.6656, 1.3264], [0.1617, 4.8134, 0.5231], [1.2606, 5.6764, 0.4861], [2.3954, 5.3949, 1.2517], [2.4294, 4.2497, 2.0549], [1.3291, 3.3858, 2.0925], [-3.5619, 2.4666, 6.9665], [-4.3907, 0.7778, 5.3509], [-3.5350, 0.7564, 3.0419], [-1.0177, 4.1312, 3.9265], [-1.8787, 4.1461, 6.2521], [-4.0827, 0.5584, 0.7954], [-6.1714, 0.7947, -0.5103], [-6.5794, 2.8435, -1.8469], [-4.8931, 4.6597, -1.8739], [-2.8128, 4.4338, -0.5722], [-0.7031, 5.0366, -0.0815], [1.2351, 6.5592, -0.1403], [3.2485, 6.0600, 1.2176], [3.3108, 4.0299, 2.6429], [1.3629, 2.4958, 2.7068]], "mulliken_charge": [-0.370, -0.506, 1.228, 0.768, -0.602, -0.698, -0.511, -0.798, -0.621, 0.752, -0.380, -0.801, -0.433, -0.697, -0.382, 0.475, -0.424, -0.657, -0.522, -0.770, -0.269, 0.435, 0.433, 0.433, 0.458, 0.512, 0.497, 0.441, 0.425, 0.421, 0.531, 0.235, 0.424, 0.417, 0.425, 0.553, 0.203, 0.184, -0.432, -0.724, -0.599, 0.705, -0.243, -0.645, 1.553, 0.877, -0.575, -0.709, -0.494, -0.708, -0.439, 0.426, -0.385, -0.690, -0.459, -0.722, -0.335, 0.407, 0.404, 0.179, 0.443, 0.406, 0.373, 0.402, 0.415, 0.431, 0.287, 0.314, 0.429, 0.424, 0.415, 0.460]}

***

Entry 2:
{"formula": "C36H32F3N7O4PSnTe", "method": "ωB97M-V/def2-TZVPD", "total_charge": 1, "lumo_ha": -0.10705, "e_above_lowest_kcal_mol": 29.2, "orbital_gap_ha": 0.264, "e_homo_ev": -10.08, "elements": ["Sn", "C", "N", "C", "C", "N", "C", "P", "C", "N", "C", "C", "N", "C", "C", "N", "C", "C", "N", "C", "H", "H", "H", "H", "H", "H", "H", "H", "H", "H", "H", "H", "H", "H", "H", "O", "C", "O", "C", "C", "C", "C", "C", "N", "C", "O", "O", "H", "H", "H", "H", "H", "C", "Te", "C", "C", "C", "C", "C", "C", "C", "H", "H", "H", "H", "H", "H", "H", "H", "F", "C", "F", "F", "C", "C", "C", "C", "C", "C", "C", "C", "H", "H", "H", "H"], "positions_angstrom": [[-0.2994, 0.2609, -0.7558], [3.3057, -0.8538, 4.0830], [3.0067, -1.4458, 2.7964], [3.9116, -1.9215, 1.8952], [3.1844, -2.3534, 0.8197], [1.8596, -2.1398, 1.0399], [1.7734, -1.5752, 2.2275], [0.2583, -1.1913, 3.1656], [-0.8749, -2.3256, 2.3011], [-1.2810, -2.3304, 1.0491], [-2.0890, -3.4122, 0.9073], [-2.1816, -4.0792, 2.0981], [-1.4126, -3.3848, 2.9798], [-1.1827, -3.7210, 4.3707], [-0.3867, 0.4332, 2.5612], [-1.1787, 0.7065, 1.5146], [-1.6197, 1.9881, 1.6859], [-1.0710, 2.5140, 2.8115], [-0.3071, 1.5239, 3.3645], [0.5555, 1.6912, 4.5125], [4.3739, -0.9211, 4.2719], [3.0066, 0.1943, 4.0915], [2.7754, -1.3826, 4.8747], [4.9688, -1.9418, 2.0962], [3.5339, -2.8209, -0.0866], [-2.5555, -3.6468, -0.0346], [-2.7211, -4.9649, 2.3829], [-1.7943, -4.5776, 4.6410], [-0.1348, -3.9708, 4.5381], [-1.4461, -2.8834, 5.0153], [-2.2975, 2.4417, 0.9852], [-1.1684, 3.4841, 3.2651], [0.0830, 2.3544, 5.2338], [0.7382, 0.7257, 4.9811], [1.5060, 2.1274, 4.1993], [1.6703, -0.6815, -4.8679], [1.3015, 0.0041, -3.7895], [0.1529, 0.1073, -3.4306], [2.4680, 0.5942, -3.0638], [3.7330, 0.6316, -3.6434], [4.7908, 1.0857, -2.8794], [4.5453, 1.5167, -1.5873], [3.2365, 1.4911, -1.1113], [2.2254, 1.0176, -1.8300], [2.9054, 1.9318, 0.2838], [3.7452, 2.8086, 0.8541], [1.9671, 1.5196, 0.9005], [0.9007, -1.0774, -5.3009], [3.8707, 0.2970, -4.6604], [5.7946, 1.0954, -3.2803], [5.3699, 1.8385, -0.9648], [4.3914, 3.1632, 0.2318], [-3.1668, 2.3996, -2.5174], [-3.2636, 0.6194, -1.2993], [-3.5199, -0.2799, -3.2434], [-4.2230, 0.7683, -4.0601], [-5.0488, 0.4466, -5.1277], [-5.7070, 1.4501, -5.8245], [-5.5140, 2.7773, -5.4773], [-4.6665, 3.1051, -4.4286], [-4.0368, 2.1032, -3.7041], [-2.1253, 2.5556, -2.7977], [-3.5104, 3.2701, -1.9635], [-4.0912, -1.2026, -3.1792], [-2.5297, -0.4944, -3.6482], [-5.1960, -0.5913, -5.3992], [-6.3833, 1.1921, -6.6279], [-6.0410, 3.5586, -6.0077], [-4.5132, 4.1418, -4.1566], [-0.1308, 10.0661, -0.9909], [0.6797, 9.3248, -0.2212], [1.9454, 9.6640, -0.5380], [0.4875, 9.7282, 1.0531], [0.4441, 7.8514, -0.3723], [1.3356, 6.9700, 0.2283], [1.1348, 5.6086, 0.1109], [0.0457, 5.1135, -0.6157], [-0.8558, 6.0128, -1.1878], [-0.6592, 7.3770, -1.0660], [-0.1245, 3.7034, -0.7673], [-0.2553, 2.5017, -0.9004], [2.1805, 7.3572, 0.7825], [1.8105, 4.9117, 0.5897], [-1.7131, 5.6327, -1.7263], [-1.3573, 8.0732, -1.5086]], "mulliken_charge": [1.088, -0.790, 0.227, -0.089, -0.933, -0.284, 0.419, -0.456, -0.336, 0.287, -0.654, -0.453, 0.172, -0.837, 0.376, -0.165, -0.495, -0.995, 0.281, -0.918, 0.337, 0.209, 0.331, 0.461, 0.486, 0.467, 0.405, 0.321, 0.300, 0.323, 0.486, 0.545, 0.372, 0.373, 0.254, -0.462, 0.099, -0.481, 0.383, -0.705, -0.703, -1.025, 0.492, 0.465, 0.463, -0.468, -0.142, 0.370, 0.511, 0.476, 0.475, 0.299, -0.697, 0.049, -0.950, 0.602, -0.739, -0.563, -0.594, -0.749, 0.400, 0.322, 0.584, 0.560, 0.305, 0.445, 0.404, 0.409, 0.451, -0.277, 0.847, -0.258, -0.250, 0.324, -1.026, -0.367, 0.530, -0.595, -0.698, 0.775, -1.275, 0.390, 0.460, 0.551, 0.466]}

***

Entry 3:
{"formula": "C36H32F3N7O4PSnTe", "method": "ωB97M-V/def2-TZVPD", "total_charge": 1, "lumo_ha": -0.09986, "e_above_lowest_kcal_mol": 40.0, "orbital_gap_ha": 0.273, "e_homo_ev": -10.14, "elements": ["Sn", "C", "N", "C", "C", "N", "C", "P", "C", "N", "C", "C", "N", "C", "C", "N", "C", "C", "N", "C", "H", "H", "H", "H", "H", "H", "H", "H", "H", "H", "H", "H", "H", "H", "H", "O", "C", "O", "C", "C", "C", "C", "C", "N", "C", "O", "O", "H", "H", "H", "H", "H", "C", "Te", "C", "C", "C", "C", "C", "C", "C", "H", "H", "H", "H", "H", "H", "H", "H", "F", "C", "F", "F", "C", "C", "C", "C", "C", "C", "C", "C", "H", "H", "H", "H"], "positions_angstrom": [[-0.4919, 0.3549, -0.0627], [0.5313, -1.3981, -5.5348], [0.8002, -0.6793, -4.2943], [1.6949, 0.3402, -4.1441], [1.6035, 0.7404, -2.8422], [0.6641, -0.0146, -2.2071], [0.1891, -0.8701, -3.0997], [-1.0163, -2.1975, -2.8164], [-2.4494, -1.1660, -2.3826], [-2.5248, 0.1272, -2.6189], [-3.7866, 0.4923, -2.2420], [-4.4720, -0.5969, -1.7791], [-3.6175, -1.6581, -1.8890], [-3.8885, -3.0323, -1.5105], [-0.3938, -2.7013, -1.1738], [0.0334, -1.9094, -0.1954], [0.5623, -2.7150, 0.7739], [0.4401, -4.0141, 0.3858], [-0.1642, -3.9947, -0.8409], [-0.4073, -5.1782, -1.6595], [1.1363, -0.9613, -6.3236], [-0.5180, -1.3043, -5.8053], [0.7887, -2.4500, -5.4314], [2.3035, 0.6882, -4.9600], [2.1441, 1.5225, -2.3368], [-4.1295, 1.5100, -2.3218], [-5.4732, -0.7150, -1.4012], [-4.9639, -3.1815, -1.4559], [-3.4442, -3.2518, -0.5411], [-3.4953, -3.7099, -2.2694], [1.0008, -2.3145, 1.6692], [0.7340, -4.9331, 0.8619], [-0.6095, -6.0213, -1.0043], [0.4619, -5.4009, -2.2756], [-1.2665, -5.0146, -2.3028], [-3.0916, -2.4553, 3.1958], [-2.3266, -1.7075, 2.4021], [-2.5067, -1.5829, 1.2153], [-1.2360, -1.0096, 3.1509], [-1.1778, -0.9976, 4.5301], [-0.1869, -0.2330, 5.1407], [0.6811, 0.4988, 4.3570], [0.5406, 0.4246, 2.9726], [-0.3805, -0.3296, 2.3875], [1.4083, 1.1910, 2.0201], [2.6253, 1.4672, 2.5688], [1.4415, 0.7501, 0.7825], [-3.8624, -2.7648, 2.6960], [-1.8940, -1.5639, 5.1059], [-0.1060, -0.2079, 6.2192], [1.4622, 1.1105, 4.7865], [3.2635, 1.4989, 1.8428], [2.0788, 4.5037, 2.3450], [0.2550, 3.3714, 1.9325], [-0.2482, 3.8961, 3.9256], [0.7011, 4.9678, 4.3820], [0.4586, 5.6636, 5.5651], [1.3276, 6.6536, 5.9898], [2.4490, 6.9601, 5.2288], [2.6923, 6.2737, 4.0515], [1.8276, 5.2713, 3.6171], [2.2689, 5.1659, 1.4997], [2.9346, 3.8377, 2.4580], [-0.1895, 2.9838, 4.5213], [-1.2920, 4.2030, 3.9097], [-0.4231, 5.4299, 6.1503], [1.1285, 7.1911, 6.9075], [3.1287, 7.7374, 5.5524], [3.5639, 6.5155, 3.4546], [-8.3103, -1.8165, 2.5333], [-7.6083, -1.5461, 3.6460], [-8.4512, -0.9875, 4.5286], [-7.2344, -2.7361, 4.1699], [-6.4165, -0.6761, 3.3721], [-5.6399, -0.2446, 4.4407], [-4.5162, 0.5268, 4.2077], [-4.1457, 0.8790, 2.9036], [-4.9533, 0.4549, 1.8432], [-6.0792, -0.3162, 2.0749], [-2.9341, 1.5921, 2.6295], [-1.9206, 2.1285, 2.2051], [-5.9187, -0.5142, 5.4516], [-3.9055, 0.8672, 5.0340], [-4.6683, 0.7315, 0.8372], [-6.7015, -0.6357, 1.2499]], "mulliken_charge": [1.156, -0.820, 0.166, -0.589, -0.778, 0.434, -0.053, -0.362, -0.001, -0.275, -0.908, -0.125, 0.348, -0.789, -0.172, 0.672, -0.695, -0.963, 0.272, -0.855, 0.315, 0.331, 0.334, 0.434, 0.500, 0.475, 0.567, 0.372, 0.192, 0.343, 0.656, 0.533, 0.334, 0.316, 0.346, -0.543, -0.290, 0.155, -0.190, -0.611, -0.909, -1.157, 0.517, 0.971, 0.274, -0.491, -1.066, 0.447, 0.652, 0.471, 0.701, 0.388, -1.398, 0.631, -0.797, 0.516, -0.635, -0.617, -0.576, -0.656, 0.590, 0.516, 0.430, 0.276, 0.614, 0.458, 0.403, 0.400, 0.452, -0.289, 0.853, -0.257, -0.262, 0.239, -0.892, -0.486, 0.704, -0.202, -0.633, -0.252, -1.175, 0.424, 0.535, 0.525, 0.531]}